38
Properties=species:S:1:pos:R:3 method="wB97M-V/def2-TZVPD" de_lowest_kj_mol=132.3 e_homo_ev=-8.427 lumo_ev=0.16 homo_lumo_gap_ha=0.3154
C -6.087 -0.216 0.439
C 2.897 -1.269 0.795
H 4.300 -0.999 -0.807
N -1.646 -1.174 -0.703
C -3.545 0.866 0.327
C 0.632 -1.209 -0.018
H 2.799 -2.347 0.641
H -5.409 -1.582 -1.060
C 5.476 1.195 -0.271
H 2.814 -1.078 1.870
N 1.815 -0.609 0.088
H -3.235 -1.637 -1.967
H -7.079 -0.641 0.480
C -5.147 -0.746 -0.428
C 3.172 1.358 0.504
H 2.760 1.400 1.520
H -4.219 2.227 1.830
C 4.240 -0.784 0.275
H 2.528 0.632 -1.439
H 1.236 1.323 -0.461
C -5.756 0.852 1.254
S 0.323 -2.649 0.752
C -2.830 -0.776 -1.425
C -0.446 -0.611 -0.890
C 2.136 0.711 -0.418
H -2.511 -0.018 -2.148
H 3.353 2.382 0.176
H -6.488 1.264 1.932
N 4.431 0.631 0.553
C -3.870 -0.208 -0.493
H 6.392 0.629 -0.105
H 5.650 2.226 0.028
H -2.552 1.289 0.275
H 5.041 -1.343 0.770
H 5.243 1.170 -1.347
C -4.481 1.393 1.197
O -0.230 0.275 -1.701
H -1.704 -1.927 -0.026

38
Properties=species:S:1:pos:R:3 method="wB97M-V/def2-TZVPD" de_lowest_kj_mol=34.8 e_homo_ev=-8.384 lumo_ev=0.40 homo_lumo_gap_ha=0.3230
O -1.934 2.434 -0.855
C 5.219 2.499 -0.105
C -3.129 2.613 -0.313
H 4.949 2.957 -1.052
H -1.789 1.488 -1.118
C 0.679 -0.732 1.161
O -1.838 -0.204 -0.988
H -0.559 -4.090 -0.953
N -2.062 -1.591 0.775
H 6.027 1.793 -0.280
C -4.047 1.389 -0.313
C -0.944 -2.473 0.426
H 0.111 -0.668 2.080
C -3.552 0.291 0.637
H -4.106 0.992 -1.329
C 0.290 -1.629 0.176
O 3.615 0.788 -0.445
C 1.043 -1.690 -0.989
H -3.218 0.737 1.577
H -1.544 -2.773 -1.621
H -4.376 -0.390 0.864
H -5.037 1.722 -0.002
C -2.402 -0.516 0.050
H 2.728 -0.920 -2.064
C 2.522 0.033 -0.171
H 3.196 2.487 0.656
H -2.251 -3.924 -0.480
C 4.017 1.777 0.483
H -0.763 -3.094 1.312
O -3.471 3.667 0.150
C 2.143 -0.877 -1.159
C 1.775 0.096 1.001
H 2.032 0.783 1.791
H 0.775 -2.368 -1.782
C -1.347 -3.375 -0.738
H -2.598 -1.811 1.598
H 4.287 1.309 1.440
H 5.560 3.269 0.581

47
Properties=species:S:1:pos:R:3 method="wB97M-V/def2-TZVPD" de_lowest_kj_mol=33.3 e_homo_ev=-8.641 lumo_ev=-0.98 homo_lumo_gap_ha=0.2815
N -1.073 0.991 -0.589
C -3.467 2.074 -1.468
S -1.021 -4.251 -2.543
F 0.600 2.577 3.300
N -2.222 2.820 -1.490
C 1.764 -3.395 1.913
F -1.148 2.051 2.138
H 1.188 2.026 0.171
H 2.003 3.287 -0.763
F -1.061 1.552 4.241
C -1.057 2.165 -1.133
H 1.872 -2.518 2.542
C -2.379 4.230 -1.148
C 0.243 3.576 -2.662
Au 0.386 -0.701 -0.152
N -0.389 -1.704 -1.656
O 1.192 0.298 1.485
C 1.482 -5.638 0.306
H 0.652 4.569 -2.464
H -0.715 3.682 -3.162
H -3.335 1.114 -1.965
H 2.703 -1.306 0.546
C 1.821 -3.256 0.521
H 1.518 -4.728 3.565
C -0.651 -2.819 -1.977
H -1.992 0.721 -0.267
O -0.689 -0.856 2.461
C 1.354 2.414 -0.828
H -1.413 4.686 -0.961
C 1.675 -4.393 -0.272
O 1.270 -0.264 3.851
H -4.218 2.644 -2.013
C 1.565 -4.636 2.487
H 1.367 -6.511 -0.323
N 0.098 2.824 -1.424
C -0.344 1.651 3.128
C 2.073 -1.935 -0.082
H 1.863 1.650 -1.428
H 1.272 -6.734 2.138
H 0.926 3.052 -3.337
H -3.841 1.908 -0.450
H -2.871 4.763 -1.963
C 1.425 -5.762 1.685
H -2.989 4.339 -0.245
S 0.417 0.011 2.744
H 2.427 -1.961 -1.109
H 1.718 -4.301 -1.349

45
Properties=species:S:1:pos:R:3 method="wB97M-V/def2-TZVPD" de_lowest_kj_mol=4.3 e_homo_ev=-8.005 lumo_ev=-0.79 homo_lumo_gap_ha=0.2652
I -1.495 0.481 1.951
H 1.498 -0.872 5.420
C 0.205 3.682 3.868
C 4.123 1.937 -3.159
H 1.380 3.953 5.672
H -1.710 2.710 3.933
Pt 0.782 0.425 0.642
C 0.182 -0.059 6.904
C 1.491 1.438 -2.408
C -0.474 -1.619 5.023
H -1.796 4.469 3.757
C -1.249 3.576 3.450
H 0.662 4.552 3.393
C 3.875 1.226 -2.019
O -0.393 0.728 -1.095
H 4.684 0.859 -1.402
C -2.247 -1.165 0.813
S 2.250 0.175 2.362
C 0.464 -0.527 5.492
H -0.412 -2.476 5.695
P 1.600 1.302 3.945
H -3.198 -1.440 1.254
H 0.296 -0.886 7.606
H 5.141 2.146 -3.459
H 0.961 2.498 -4.218
H -0.579 1.419 -2.946
H -0.208 -1.947 4.017
H -1.334 3.474 2.368
H -0.037 2.915 5.875
O 2.397 0.212 -0.537
C 0.346 3.804 5.374
C 3.064 2.406 -3.958
C 0.119 1.183 -2.133
H 0.877 0.732 7.182
C 1.778 2.150 -3.597
H -0.243 4.662 5.701
H -2.361 -0.805 -0.202
H -1.504 -1.258 5.018
C 2.552 0.952 -1.589
S 3.049 1.581 5.197
O 0.297 0.604 4.595
H -0.841 0.318 6.976
I -0.978 -2.858 0.801
Cl 3.416 3.302 -5.404
O 0.899 2.556 3.259

40
Properties=species:S:1:pos:R:3 method="wB97M-V/def2-TZVPD" de_lowest_kj_mol=1.4 e_homo_ev=-9.363 lumo_ev=0.68 homo_lumo_gap_ha=0.3691
H 4.766 -1.355 -2.574
C -3.697 -1.215 0.613
O -0.260 -2.429 -0.417
H 0.760 -0.365 1.730
H -2.972 1.382 -0.914
C 3.637 -0.023 0.840
H 5.746 0.729 -1.676
C 3.500 -1.666 -0.880
H -3.131 3.214 0.808
C -1.388 -0.469 0.401
C 4.592 0.673 0.119
N -2.570 -1.089 -0.150
H -0.083 1.212 0.041
N 0.781 -1.204 1.172
N -4.623 -2.085 0.106
O -3.876 -0.602 1.645
H -1.374 2.604 -2.385
H -1.548 2.735 1.419
C 4.453 -0.979 -1.612
H -2.359 -1.808 -0.831
C -1.620 2.978 -1.393
C 5.001 0.189 -1.112
C -0.980 0.777 -0.407
H -2.405 3.725 -1.495
H 2.362 -2.107 2.173
C -2.438 2.381 0.902
Cl 3.134 0.611 2.377
C 2.026 -1.944 1.145
H 3.066 -2.573 -1.271
H 1.812 -2.904 0.671
H -4.552 -2.417 -0.839
H -0.726 0.456 -1.420
H -5.539 -2.058 0.519
H -2.919 1.613 1.502
C -0.238 -1.475 0.337
C -2.079 1.843 -0.480
H -0.738 3.463 -0.981
C 3.081 -1.206 0.361
H -1.607 -0.197 1.438
H 5.008 1.585 0.518

39
Properties=species:S:1:pos:R:3 method="wB97M-V/def2-TZVPD" e_homo_ev=-9.574 lumo_ev=0.81 homo_lumo_gap_ha=0.3817
O -2.077 -1.743 -2.006
H -5.133 2.300 -0.874
C 1.383 -1.393 -0.504
C 3.439 1.730 -0.134
H 2.620 -1.646 1.245
H 0.282 1.633 0.839
H 3.536 2.554 0.578
F -2.981 1.175 -1.762
H 3.999 2.009 -1.030
C -3.721 0.705 -0.742
H 5.164 0.711 0.563
H -6.483 1.447 1.025
H 3.739 0.356 1.513
S -1.871 -1.344 -0.646
C -5.598 0.915 0.711
H 1.701 0.834 1.486
H -0.539 0.232 -1.484
C 1.967 1.579 -0.524
H 3.842 -0.612 -1.349
C -4.079 -0.926 0.963
C -4.852 1.400 -0.351
H 4.818 -1.411 -0.130
N -0.723 -0.148 -0.568
H 1.898 0.974 -1.425
O -1.590 -2.349 0.337
H 0.110 -0.861 1.138
C 3.913 -0.817 -0.280
C 1.105 0.963 0.585
C 2.730 -1.692 0.160
H 1.587 2.569 -0.783
C -5.214 -0.243 1.370
H 1.548 -1.067 -1.534
H -5.799 -0.614 2.198
C 4.095 0.495 0.491
C 0.477 -0.388 0.221
C -3.330 -0.453 -0.097
H 2.986 -2.724 -0.090
H -3.749 -1.830 1.450
H 0.801 -2.316 -0.559